No. 1
ORCA calculation (wB97M-V/def2-TZVPD) on C27H31Cl3GeN2O3PdS as an isolated structure.

Energy above the lowest of the compared OMol25 structures with the same formula, charge and spin in eV: 0.000
Orbital gap (alpha / beta) in eV: 5.763 / 6.762
Total charge: -1
Spin multiplicity: 2
Calculated total energy in hartree: -5366.28702
Max |F| in eV/Å: 0.80

```
69
Properties=species:S:1:pos:R:3:forces:R:3
Pd -1.279 -1.062 0.159 0.1 -0.4 -0.7
N 0.564 -2.455 0.255 0.1 -0.1 0.2
C 1.678 -2.142 0.325 0.1 0.1 -0.4
N 2.936 -1.759 0.371 -0.1 0.0 0.3
C 3.343 -0.706 1.312 0.0 0.0 -0.1
C 4.841 -0.857 1.602 0.0 0.0 0.0
C 5.260 -2.320 1.477 0.0 0.0 0.0
C 5.133 -2.786 0.020 0.0 0.0 0.0
C 3.904 -2.149 -0.650 0.0 0.0 0.1
H 2.751 -0.831 2.220 0.0 0.0 0.0
H 3.113 0.277 0.895 0.0 0.0 0.0
H 5.048 -0.472 2.601 0.0 0.0 0.0
H 5.422 -0.252 0.900 0.0 0.0 0.0
H 4.617 -2.928 2.117 0.0 0.0 0.0
H 6.284 -2.460 1.825 0.0 0.0 0.0
H 5.065 -3.874 -0.019 0.0 0.0 0.0
H 6.026 -2.498 -0.539 0.0 0.0 0.0
H 3.414 -2.831 -1.340 0.0 0.0 0.0
H 4.187 -1.257 -1.215 0.0 0.0 0.0
C -0.461 -1.733 4.896 0.1 -0.1 0.1
S -0.896 -1.370 3.187 -0.2 0.5 0.2
C -1.671 -2.961 2.892 -0.1 -0.1 0.0
O -1.977 -0.343 3.327 0.2 -0.3 -0.1
H -1.359 -2.049 5.428 0.0 0.0 0.0
H -0.084 -0.803 5.319 0.0 0.0 0.0
H 0.311 -2.504 4.936 0.0 0.0 0.0
H -0.948 -3.740 3.139 0.0 0.0 0.0
H -1.948 -3.047 1.843 0.0 0.1 0.0
H -2.558 -3.018 3.525 0.0 0.0 0.0
C -0.057 2.231 1.996 0.2 0.0 0.1
Ge -0.448 1.166 0.375 -0.2 0.3 -0.1
C 1.076 1.656 -0.835 0.1 0.0 -0.1
C 1.517 2.974 -0.981 0.1 0.0 0.1
C 2.531 3.313 -1.870 0.0 0.0 0.0
C 3.130 2.332 -2.651 0.0 0.0 0.0
C 2.708 1.014 -2.531 0.0 0.0 0.1
C 1.697 0.688 -1.630 0.0 0.1 0.0
C -1.943 2.240 -0.439 -0.1 0.0 0.1
C -2.555 3.221 0.301 -0.1 0.1 -0.1
C -3.712 3.908 -0.152 0.1 -0.1 0.1
C -4.278 3.581 -1.345 0.0 -0.1 -0.1
C -3.712 2.550 -2.142 -0.1 0.1 0.0
C -4.319 2.154 -3.361 0.0 0.0 0.0
C -3.787 1.149 -4.116 0.1 0.0 0.0
C -2.607 0.500 -3.689 -0.1 0.0 0.0
C -2.004 0.870 -2.522 0.1 0.0 0.0
C -2.538 1.896 -1.699 0.1 0.0 0.0
H -0.106 3.304 1.791 0.1 0.0 0.0
H 0.953 2.001 2.351 0.0 0.0 0.0
H -0.768 1.977 2.783 0.0 0.0 0.0
H 1.051 3.758 -0.391 0.0 0.0 0.0
H 2.850 4.345 -1.960 0.0 0.0 0.0
H 3.905 2.597 -3.360 0.0 0.0 0.0
H 3.155 0.245 -3.152 0.0 0.0 0.0
H 1.356 -0.339 -1.561 0.0 -0.1 0.0
H -2.164 3.480 1.278 0.0 0.0 0.0
H -4.149 4.684 0.465 0.0 0.0 0.0
H -5.170 4.086 -1.699 0.0 0.0 0.0
H -5.232 2.653 -3.671 0.0 0.0 0.0
H -4.272 0.837 -5.033 0.0 0.0 0.0
H -2.189 -0.306 -4.279 0.0 0.0 0.0
H -1.101 0.361 -2.205 0.0 0.0 0.0
Cl -4.988 -3.293 0.875 0.0 0.1 -0.1
C -4.559 -2.042 -0.343 0.0 0.1 0.2
Cl -3.783 -0.685 0.522 -0.4 0.1 0.0
Cl -6.042 -1.438 -1.093 0.1 0.0 0.0
C -3.598 -2.749 -1.397 0.2 0.0 -0.2
O -4.191 -3.351 -2.278 0.0 0.0 0.0
O -2.371 -2.641 -1.159 -0.1 0.0 0.3
```
Positions in Å, forces in eV/Å.

Löwdin population analysis, charges in e, atoms 1 to 2: atom 1 (Pd): 0.31, atom 2 (N): 0.13

---

No. 2
ORCA calculation (wB97M-V/def2-TZVPD) on a single C3H7INO2P molecule at a distorted geometry.

Structure (SMILES): O[C@H]1N(P)C[C@]1(O)I
Energy above the lowest of the compared OMol25 structures with the same formula, charge and spin in eV: 0.869
Orbital gap in eV: 9.606
Total charge: 0
Calculated total energy in hartree: -962.70870
Max |F| in eV/Å: 3.13

```
15
Properties=species:S:1:pos:R:3:forces:R:3
C 0.305 0.348 1.049 1.8 -2.1 1.1
C 0.053 0.055 -1.032 2.2 -1.8 0.1
C 1.353 0.173 -0.103 0.2 0.6 -0.4
N -0.748 -0.072 0.169 -1.0 1.8 -1.3
O 0.036 -1.182 -1.740 -2.0 -0.7 1.2
O 2.139 -0.959 -0.159 0.8 1.8 1.6
P -2.416 0.357 0.232 0.1 -0.5 -1.2
I 2.955 1.746 -0.501 -1.5 -0.6 0.3
H 0.375 -0.406 1.845 0.5 0.2 0.1
H 0.306 1.293 1.516 -0.5 1.5 0.2
H 0.062 0.775 -1.805 -1.0 1.6 -0.3
H -0.781 -1.596 -1.305 1.8 0.2 -1.1
H 1.545 -1.580 -0.492 -1.4 -2.4 -1.3
H -2.430 1.482 1.024 0.2 0.9 0.4
H -2.753 -0.436 1.302 -0.3 -0.6 0.7
```
Positions in Å, forces in eV/Å.

Löwdin population analysis, charges in e, atoms 1 to 2: atom 1 (C): -0.18, atom 2 (C): -0.40

---

No. 3
ORCA calculation (wB97M-V/def2-TZVPD) on a 8-piece molecular cluster, C9H34O8 overall at a distorted geometry.

Structure (SMILES): CC(C)O.CC(C)O.CC(C)O.O.O.O.O.O
Energy above the lowest of the compared OMol25 structures with the same formula, charge and spin in eV: 0.000
Orbital gap in eV: 10.152
Total charge: 0
Calculated total energy in hartree: -965.21700
Max |F| in eV/Å: 1.11

```
51
Properties=species:S:1:pos:R:3:forces:R:3
O 0.006 -0.818 -0.370 -0.3 -0.3 0.2
H 0.531 -1.319 0.271 0.2 0.1 -0.1
H -0.081 0.073 0.008 -0.2 0.2 0.0
O -1.716 1.467 -2.436 0.0 0.0 -0.2
H -1.043 1.352 -1.755 -0.1 0.1 0.1
H -2.535 1.231 -1.992 0.0 0.0 0.0
O -0.758 -2.415 -2.890 0.0 -0.1 0.0
H -1.081 -3.289 -2.656 0.0 0.0 0.0
H -0.643 -1.955 -2.050 0.1 0.2 0.0
O -2.852 -1.495 0.495 0.0 0.0 0.1
H -2.921 -2.442 0.643 0.0 0.0 -0.1
H -1.934 -1.344 0.229 0.2 0.1 -0.2
O 1.368 -2.384 1.583 -0.2 -0.1 0.2
H 0.578 -2.895 1.790 0.0 0.0 0.1
H 2.096 -2.904 1.934 0.1 0.0 -0.1
C 3.574 -3.142 -3.532 0.3 -0.3 -0.4
C 4.090 -3.030 -2.126 -0.2 -0.1 0.3
C 3.087 -2.376 -1.187 -0.1 0.3 -0.1
O 4.395 -4.365 -1.684 0.1 0.2 0.0
H 2.590 -3.609 -3.534 -0.1 0.1 -0.1
H 4.249 -3.767 -4.121 0.0 0.0 0.1
H 3.556 -2.171 -4.023 -0.3 0.1 0.1
H 5.015 -2.441 -2.110 0.0 0.0 -0.1
H 2.631 -1.486 -1.631 0.4 0.2 0.1
H 3.592 -2.111 -0.254 -0.2 0.1 0.1
H 2.223 -3.005 -0.969 0.3 -0.4 0.0
H 4.903 -4.287 -0.871 0.0 -0.1 0.0
C -2.485 0.607 3.009 0.4 0.1 -0.3
C -3.229 1.767 2.351 0.1 -0.1 1.1
C -4.468 2.147 3.162 0.1 -0.1 -0.3
O -2.345 2.920 2.297 0.0 -0.4 -0.4
H -2.108 0.879 4.002 -0.3 0.1 0.1
H -1.597 0.352 2.422 -0.2 -0.2 -0.1
H -3.117 -0.273 3.104 0.0 0.0 -0.1
H -3.471 1.485 1.328 -0.1 0.2 -0.1
H -5.318 1.503 2.935 0.0 -0.1 0.0
H -4.751 3.178 2.955 0.0 0.0 0.0
H -4.239 2.050 4.225 -0.1 0.1 0.0
H -1.757 2.857 3.059 -0.1 0.1 0.1
C 1.604 2.188 -0.440 0.6 -0.1 -0.6
C 0.429 2.789 0.259 -0.4 0.8 0.5
C -0.060 4.081 -0.398 0.2 -0.2 0.2
O -0.654 1.837 0.292 0.6 -0.1 0.0
H 2.521 2.730 -0.202 0.0 0.0 0.1
H 1.493 2.266 -1.526 -0.1 -0.2 0.0
H 1.752 1.141 -0.184 0.1 0.0 0.1
H 0.702 3.033 1.295 0.0 -0.2 0.0
H 0.589 4.932 -0.181 0.1 -0.1 0.1
H -1.040 4.312 0.019 -0.1 0.1 -0.3
H -0.080 3.954 -1.480 -0.4 0.0 0.0
H -1.291 2.193 0.933 -0.2 0.1 0.0
```
Positions in Å, forces in eV/Å.

Löwdin population analysis, charges in e, atoms 1 to 2: atom 1 (O): -0.07, atom 2 (H): 0.00

---

No. 4
ORCA calculation (wB97M-V/def2-TZVPD) on a 8-piece molecular cluster, C21H55N3O8 overall at a distorted geometry.

Structure (SMILES): CC(N)=O.CC(N)=O.CC(N)=O.CC(C)O.CC(C)O.CC(C)O.CC(C)O.CC(C)O
Energy above the lowest of the compared OMol25 structures with the same formula, charge and spin in eV: 0.000
Orbital gap in eV: 9.878
Total charge: 0
Calculated total energy in hartree: -1599.26722
Max |F| in eV/Å: 5.31

```
87
Properties=species:S:1:pos:R:3:forces:R:3
C -24.319 -21.887 6.075 0.1 -0.1 0.6
C -22.912 -21.367 5.760 -1.4 -0.4 2.0
C -21.818 -22.133 6.448 -0.1 0.1 0.5
O -22.759 -21.470 4.434 0.8 0.2 -3.8
H -24.576 -22.792 5.526 0.4 -0.2 0.0
H -25.047 -21.144 5.748 -0.1 0.1 0.4
H -24.385 -22.091 7.144 -0.5 0.2 0.1
H -22.955 -20.314 6.037 0.6 0.4 0.5
H -21.785 -21.724 7.458 0.2 -0.5 0.3
H -20.831 -22.042 5.995 -0.1 0.3 -0.2
H -22.070 -23.194 6.437 0.0 -0.1 0.2
H -23.465 -20.942 4.054 0.0 -0.1 -0.5
C -22.058 -15.186 10.190 -1.0 0.7 -0.3
C -23.618 -15.276 10.322 1.1 0.4 0.1
C -24.097 -14.245 11.342 0.2 -0.8 0.6
O -24.211 -14.945 9.091 -0.2 0.3 -0.7
H -21.621 -15.697 9.333 -0.3 -0.6 0.1
H -21.485 -15.395 11.093 -0.2 -0.1 0.0
H -21.939 -14.138 9.914 0.3 0.2 0.2
H -23.981 -16.277 10.557 0.2 -0.1 0.6
H -23.864 -13.201 11.131 -0.1 -0.1 -0.6
H -23.561 -14.446 12.270 -0.1 -0.1 0.2
H -25.162 -14.370 11.537 0.0 0.2 -0.1
H -24.042 -15.665 8.480 -0.1 0.0 -0.2
C -20.609 -19.183 8.205 -0.6 0.5 0.3
C -19.981 -19.326 9.620 -1.2 2.3 -0.8
C -20.796 -18.505 10.656 0.7 0.3 0.3
O -19.900 -20.660 10.001 0.5 -0.9 0.2
H -20.164 -19.738 7.379 0.3 -0.2 0.3
H -20.684 -18.143 7.888 0.6 0.3 0.1
H -21.670 -19.429 8.238 -0.1 -0.6 0.2
H -18.986 -18.882 9.616 0.2 -0.1 -0.1
H -20.304 -17.557 10.875 0.2 0.2 -0.4
H -20.758 -18.969 11.642 -0.3 -0.4 -0.3
H -21.812 -18.228 10.377 -0.1 -0.5 -0.1
H -19.049 -20.939 9.653 0.0 -0.7 0.0
C -17.680 -22.142 7.274 0.9 0.1 -1.9
C -16.390 -21.457 7.768 -1.9 1.4 1.1
C -16.600 -19.985 8.244 -0.4 0.2 -1.0
O -15.982 -22.130 8.902 1.2 -1.4 1.2
H -18.350 -22.700 7.928 0.1 0.8 0.6
H -17.411 -22.902 6.540 0.3 -0.3 0.0
H -18.168 -21.419 6.621 -0.6 0.0 0.3
H -15.633 -21.416 6.985 0.0 -0.3 -0.2
H -15.682 -19.416 8.093 -0.1 0.2 -0.2
H -16.871 -19.823 9.288 0.0 -0.7 0.3
H -17.438 -19.532 7.714 0.3 0.3 -0.4
H -15.553 -21.486 9.470 0.2 -0.2 0.1
C -22.205 -23.160 11.495 -0.3 0.1 -0.8
C -22.752 -21.754 11.643 -0.3 -0.8 0.0
C -22.124 -21.010 12.744 1.4 1.3 1.5
O -22.570 -21.058 10.415 -1.2 -0.1 0.2
H -21.154 -23.069 11.218 0.2 -0.4 0.3
H -22.727 -23.566 10.629 0.1 -0.3 0.0
H -22.398 -23.820 12.341 0.3 0.2 0.1
H -23.810 -21.876 11.878 -0.3 0.4 -0.5
H -22.262 -21.403 13.751 -0.3 -0.4 -0.1
H -22.398 -19.957 12.816 -0.5 0.0 -0.2
H -21.044 -20.943 12.612 0.3 -0.3 -0.1
H -21.645 -21.152 10.174 0.5 0.0 -0.1
O -26.393 -19.725 7.750 -1.8 0.5 -2.5
C -25.751 -19.988 8.711 0.6 -0.1 0.7
N -24.616 -19.272 8.968 0.3 -0.8 1.8
C -26.190 -21.170 9.585 1.0 0.6 0.9
H -24.235 -18.550 8.374 -0.6 -0.3 -0.1
H -24.166 -19.464 9.852 0.5 0.0 -0.3
H -25.729 -21.134 10.572 0.2 -0.1 0.0
H -25.862 -22.091 9.104 -0.2 0.0 -0.1
H -27.263 -21.174 9.775 0.1 0.1 -0.6
O -18.017 -21.700 14.164 -0.2 1.7 0.5
C -17.997 -22.420 13.198 2.0 2.5 0.5
N -18.646 -23.532 13.187 -2.5 -4.4 -0.4
C -17.208 -22.159 11.975 1.2 0.9 -1.5
H -19.367 -23.655 13.883 0.5 -0.2 0.3
H -18.077 -24.330 12.945 -0.6 -0.3 -0.4
H -17.685 -22.396 11.023 -0.5 0.0 0.3
H -16.278 -22.718 11.873 0.1 -0.3 0.6
H -16.907 -21.113 11.939 -0.1 0.0 0.1
O -16.601 -14.917 8.911 -1.0 0.3 0.9
C -17.637 -14.239 8.816 2.0 -4.9 -0.6
N -17.538 -12.972 8.545 -0.9 2.8 -0.2
C -19.000 -14.916 8.775 0.4 1.3 0.2
H -18.271 -12.579 7.972 0.3 0.6 0.4
H -16.628 -12.558 8.685 -0.2 0.1 -0.6
H -19.301 -14.951 7.729 -0.2 -0.2 0.0
H -19.656 -14.221 9.299 -0.5 -0.4 0.0
H -18.990 -15.909 9.226 0.1 0.2 -0.1
```
Positions in Å, forces in eV/Å.

Löwdin population analysis, charges in e, atoms 1 to 2: atom 1 (C): -0.04, atom 2 (C): -0.57